Entry 1:
Molecular formula: C33H38GeHgN5O8P2S
Method: DFT, wB97M-V/def2-TZVPD

Calculated values
HOMO level: -1.76 eV
Largest force on an atom: 0.10487 hartree/bohr
Gap between HOMO and LUMO: 3.565 eV
E: -5467.38870 Ha
Charge: -1

Each line ends with the Mulliken charge.
Positions of all 89 atoms, in Å:
Hg -11.0201 2.6745 20.1737  0.66
C -9.5292 7.9024 21.4164  -1.28
N -10.4721 6.9753 20.9410  0.33
C -11.8232 7.3442 20.4851  -1.08
C -10.0538 5.6876 20.6731  0.34
N -10.6737 4.8596 19.7905  -0.53
N -8.9386 5.3337 21.4169  -0.01
C -8.5246 4.0770 21.7511  0.22
N -7.5287 4.0354 22.6857  -0.51
N -9.1004 2.9901 21.3317  -0.03
H -9.9222 8.8661 21.1485  0.44
H -8.5092 7.7870 20.9626  0.40
H -9.4471 7.9292 22.4932  0.34
H -12.1858 8.3039 20.9414  0.36
H -12.5865 6.5827 20.7670  0.36
H -11.9027 7.5266 19.3950  0.32
H -11.6010 5.1984 19.4673  0.00
H -8.8281 6.0671 22.0713  0.18
H -6.8580 4.8388 22.7996  0.22
H -7.0302 3.1914 22.9093  0.27
H -8.5518 2.1835 21.6181  0.01
O -14.4163 1.3098 16.2046  -0.55
P -13.5233 2.4689 16.8245  0.25
O -12.3657 1.6962 17.5671  -0.10
O -13.2335 3.5890 15.9013  -0.43
O -14.5115 2.8827 18.0201  -0.17
P -14.0580 3.7811 19.3751  0.29
O -15.4137 3.7042 20.2057  -0.57
O -13.5151 5.1474 19.0269  -0.30
O -13.2574 2.9270 20.3318  -0.64
H -14.6747 1.5946 15.3181  0.29
H -16.0610 4.3727 20.0526  0.30
O -11.1330 5.5732 13.0669  -0.74
S -11.2536 5.7811 14.5715  0.60
C -10.0563 6.9394 15.1168  0.88
C -10.4009 8.0675 15.8071  -0.37
C -9.4113 9.1129 15.7772  -0.63
C -8.2197 8.9765 15.0814  -0.53
C -7.8528 7.7283 14.5365  -0.50
C -8.7669 6.6953 14.5958  -0.85
C -12.7896 6.5916 14.9652  0.39
C -13.1684 6.6520 16.2831  -0.43
C -14.4772 7.1935 16.6094  -0.96
C -15.2374 7.7366 15.6241  -0.58
C -14.8086 7.6936 14.2714  -0.56
C -13.5420 7.1076 13.9469  -0.43
H -11.3393 8.2873 16.2519  0.50
H -9.5705 10.0228 16.3209  0.41
H -7.4509 9.7727 14.9901  0.30
H -6.8491 7.5903 14.2820  0.43
H -8.4570 5.7404 14.2144  0.39
H -12.4947 6.2399 17.0085  1.03
H -14.8850 7.3511 17.5823  0.48
H -16.1810 8.1931 15.8567  0.39
H -15.4158 8.1966 13.5386  0.36
H -13.3384 6.9199 12.9058  0.45
C -11.2561 -0.0187 20.7320  -2.24
Ge -11.8145 0.3295 18.8098  1.55
C -10.3439 -0.4967 17.7819  -0.12
C -9.5142 0.1819 16.9276  -0.64
C -8.5927 -0.4696 16.0791  -0.63
C -8.3317 -1.8319 16.2057  -0.31
C -9.0581 -2.5347 17.1490  -0.68
C -9.9465 -1.8626 17.9361  -0.20
C -13.4063 -0.7355 18.6744  0.68
C -13.6259 -1.3153 17.4503  -0.21
C -14.3926 -2.4684 17.3510  -1.00
C -15.0522 -2.9737 18.4431  -0.80
C -15.0157 -2.3678 19.7448  0.79
C -15.8142 -2.7811 20.8165  -0.74
C -15.7204 -2.1006 22.0451  -0.37
C -14.8893 -1.0310 22.1671  -0.80
C -14.2910 -0.4558 21.0626  -0.25
C -14.2358 -1.1888 19.8333  -0.21
H -11.5027 -1.1126 20.8373  0.50
H -11.8260 0.4720 21.5218  0.38
H -10.2559 0.1767 20.7879  0.56
H -9.4323 1.2619 16.9137  0.34
H -8.2385 0.1258 15.2712  0.38
H -7.6100 -2.3150 15.5735  0.37
H -8.8462 -3.5984 17.3265  0.33
H -10.2967 -2.4313 18.7827  0.28
H -13.2747 -0.8865 16.5007  0.34
H -14.3520 -2.9497 16.4491  0.54
H -15.5851 -3.8999 18.2954  0.31
H -16.3853 -3.7097 20.8017  0.32
H -16.3149 -2.4266 22.9005  0.37
H -14.7419 -0.5672 23.1739  0.31
H -13.9889 0.5831 21.1721  0.47

Entry 2:
Molecular formula: C33H38IrN4P2
Method: DFT, wB97M-V/def2-TZVPD

Calculated values
HOMO level (alpha / beta): -19.34 / -19.38 eV
Largest force on an atom: 0.03567 hartree/bohr
Spin multiplicity: 6
Gap between HOMO and LUMO (alpha / beta): 8.669 / 4.177 eV
E: -2284.81180 Ha
Charge: +4

Each line ends with the Mulliken spin population.
Positions of all 78 atoms, in Å:
Ir -0.0341 -0.2743 -0.9483  2.01
N 1.7570 0.4486 0.3932  0.14
C 2.0957 1.8383 0.0190  0.00
C 2.1106 1.9657 -1.4984  -0.01
N 0.7704 1.6509 -2.0304  0.14
H 1.6577 0.3862 1.4066  0.00
H 2.5513 -0.1495 0.1526  0.00
H 3.0708 2.1250 0.4236  0.01
H 1.3468 2.5110 0.4443  0.01
H 2.8410 1.2778 -1.9308  0.00
H 2.4123 2.9803 -1.7698  0.00
H 0.8241 1.5815 -3.0457  0.00
H 0.1494 2.4374 -1.8360  0.01
C -2.5717 1.8705 1.6221  0.06
N -2.4181 0.4107 1.5174  0.10
P -2.3183 -0.1858 -0.1180  0.44
C -3.3648 -1.6796 -0.2171  0.15
C -3.4383 -2.2455 -1.5002  0.08
C -4.4267 -3.1616 -1.7950  0.01
C -5.3389 -3.5346 -0.8120  0.16
C -5.2226 -3.0245 0.4790  0.12
C -4.2540 -2.0818 0.7763  -0.02
C -3.5632 0.8146 -1.0241  0.13
C -3.2422 1.3263 -2.2773  -0.02
C -4.2209 1.9674 -3.0223  0.13
C -5.5299 2.0301 -2.5512  0.13
C -5.8432 1.5628 -1.2799  -0.02
C -4.8726 0.9245 -0.5307  0.08
P -1.2807 -0.1861 2.6763  0.48
C -1.9693 0.1098 4.3345  0.12
C -1.0722 0.0057 5.4025  0.08
C -1.5349 0.0750 6.7080  -0.01
C -2.8815 0.3204 6.9475  0.08
C -3.7686 0.4318 5.8838  0.02
C -3.3220 0.3728 4.5719  0.02
C -1.2630 -1.9858 2.4182  0.08
C -0.4064 -2.5702 1.4869  0.11
C -0.3310 -3.9476 1.3878  0.02
C -1.1153 -4.7493 2.2085  0.02
C -1.9866 -4.1660 3.1141  0.00
C -2.0353 -2.7907 3.2548  0.00
H -3.4692 2.1978 1.1011  0.00
H -1.7197 2.4098 1.2024  -0.01
H -2.6584 2.1514 2.6702  0.00
H -2.7333 -1.9372 -2.2641  0.00
H -4.5080 -3.5610 -2.7940  0.00
H -6.1534 -4.1992 -1.0547  -0.01
H -5.9117 -3.3322 1.2506  0.00
H -4.1964 -1.6591 1.7695  -0.01
H -2.2296 1.2450 -2.6552  0.01
H -3.9643 2.4199 -3.9701  0.00
H -6.3182 2.4101 -3.1888  0.00
H -6.8493 1.6458 -0.8956  0.00
H -5.1402 0.4945 0.4239  0.00
H -0.0143 -0.1201 5.2207  0.00
H -0.8419 -0.0435 7.5278  0.00
H -3.2355 0.4361 7.9620  0.00
H -4.8256 0.5576 6.0726  0.00
H -4.0246 0.4852 3.7587  0.00
H 0.2383 -1.9403 0.8650  -0.07
H 0.3617 -4.4041 0.6989  0.00
H -1.0154 -5.8237 2.1594  0.00
H -2.6249 -4.7778 3.7340  0.00
H -2.6696 -2.3493 4.0079  0.01
C 2.2684 -5.3570 -4.2872  0.00
C 1.7481 -4.2167 -3.5180  0.00
C 0.6242 -4.3272 -2.6847  0.01
C 0.1551 -3.2245 -2.0047  0.02
N 0.7413 -2.0209 -2.0808  0.17
C 1.8138 -1.8938 -2.8726  0.00
C 2.3395 -2.9466 -3.5898  0.01
H 1.5268 -6.1430 -4.4045  0.00
H 3.1346 -5.8100 -3.7877  0.00
H 2.6454 -5.0387 -5.2603  0.00
H 0.1152 -5.2722 -2.5748  0.00
H -0.7128 -3.3058 -1.3648  -0.01
H 2.2700 -0.9163 -2.9401  0.00
H 3.2051 -2.7808 -4.2121  0.00

Entry 3:
Molecular formula: C33H38IrN5O2Sb2
Method: DFT, wB97M-V/def2-TZVPD

Calculated values
HOMO level (alpha / beta): -14.33 / -15.31 eV
Largest force on an atom: 0.01771 hartree/bohr
Spin multiplicity: 2
Gap between HOMO and LUMO (alpha / beta): 5.668 / 6.391 eV
E: -2288.47808 Ha
Charge: +3

Each line ends with the Mulliken spin population.
Positions of all 81 atoms, in Å:
Ir -0.4573 0.5933 -0.3050  0.01
C -1.6290 -3.0101 -0.5379  0.00
Sb -2.3022 -1.0883 0.0378  0.01
C -2.7805 -1.2748 2.0781  0.00
C -4.0944 -0.6475 -1.0460  0.00
C -5.0991 -0.0331 -0.1148  0.00
C -6.0002 -0.8677 0.5431  0.00
C -6.9200 -0.3604 1.4457  0.00
C -6.9465 1.0040 1.6985  0.00
C -6.0640 1.8428 1.0363  0.00
C -5.1330 1.3459 0.1260  0.00
C -4.2248 2.3179 -0.5853  0.00
Sb -2.2530 2.3842 0.2282  -0.02
C -2.5810 2.7094 2.2849  0.00
C -1.4931 4.2394 -0.4589  0.01
H -1.5660 -3.1006 -1.6200  0.00
H -2.3508 -3.7385 -0.1678  0.00
H -0.6565 -3.2013 -0.0888  0.00
H -3.8004 -1.6427 2.1723  0.00
H -2.6840 -0.3107 2.5688  0.00
H -2.0773 -1.9790 2.5186  0.00
H -4.4451 -1.5906 -1.4654  0.00
H -3.8110 0.0054 -1.8707  0.00
H -5.9939 -1.9310 0.3279  0.00
H -7.6195 -1.0227 1.9369  0.00
H -7.6653 1.4174 2.3924  0.00
H -6.1149 2.9112 1.2110  0.00
H -4.5970 3.3358 -0.4651  0.00
H -4.1390 2.1307 -1.6564  0.00
H -3.1037 3.6578 2.3991  0.00
H -1.6226 2.7477 2.7972  0.00
H -3.1979 1.9156 2.7000  0.00
H -2.0853 5.0334 -0.0060  0.00
H -1.5831 4.3037 -1.5412  0.00
H -0.4537 4.3539 -0.1571  0.00
C 9.3844 -7.2027 1.7270  0.00
O 8.0606 -6.8161 2.1663  -0.02
C 7.6558 -5.5856 2.0575  -0.03
C 8.4317 -4.5355 1.5100  -0.01
C 7.9056 -3.2799 1.4776  0.00
C 6.5954 -3.0256 1.9683  -0.01
C 5.8228 -4.0909 2.5258  0.01
C 6.3401 -5.3393 2.5605  -0.02
N 6.1956 -1.7510 1.9198  0.13
N 5.1473 -1.3215 2.4122  0.40
C 3.8996 -1.0023 2.1939  0.00
C 3.1064 -0.5697 3.2932  0.20
C 1.8231 -0.1127 3.1253  -0.11
C 1.2517 -0.0228 1.8503  0.18
O 0.0540 0.4781 1.6475  0.10
C 2.0145 -0.4625 0.7285  0.09
N 1.4111 -0.3340 -0.4937  0.07
C 2.0812 -0.6775 -1.5894  -0.04
C 3.3804 -1.1681 -1.5381  0.07
C 4.0028 -1.3072 -0.3141  -0.04
C 3.3259 -0.9560 0.8556  0.01
H 9.4407 -8.2696 1.9058  0.00
H 10.1360 -6.6822 2.3176  0.00
H 9.5003 -6.9927 0.6653  0.00
H 9.4296 -4.7197 1.1429  0.00
H 8.4729 -2.4452 1.0865  0.00
H 4.8431 -3.8892 2.9394  0.00
H 5.8039 -6.1754 2.9876  0.00
H 3.5509 -0.6007 4.2784  0.00
H 1.2433 0.2125 3.9788  0.00
H 1.5651 -0.5557 -2.5326  0.00
H 3.8880 -1.4272 -2.4556  0.00
H 5.0195 -1.6762 -0.2699  -0.01
N -0.9499 1.5009 -6.4702  0.00
C -0.8625 1.2806 -5.1568  0.00
C -0.3406 2.2470 -4.2705  0.00
C -0.2882 1.9816 -2.9310  0.00
N -0.7071 0.8252 -2.3684  0.01
C -1.1793 -0.1097 -3.2199  0.00
C -1.2771 0.0640 -4.5729  0.00
H -0.6505 2.3712 -6.8767  0.00
H -1.3235 0.8070 -7.0954  0.00
H 0.0200 3.1982 -4.6377  0.00
H 0.1177 2.7226 -2.2528  0.00
H -1.4802 -1.0536 -2.7852  0.00
H -1.6696 -0.7372 -5.1843  0.00

Question: Which formula does entry 1 have?
Answer: C33H38GeHgN5O8P2S

Question: charge of number 2 (C33H38IrN4P2)?
Answer: +4

Question: What is the charge in the first record?
Answer: -1